--- A ---
This record from the OMol25 dataset describes one molecule with the formula C6H12O. The level of theory is the ωB97M-V functional and the def2-TZVPD basis.

Last column: Löwdin charge in e.
CARTESIAN COORDINATES (ANGSTROEM)
C: -1.43 0.03 -1.67  -0.087
C: -1.01 -1.15 -0.76  -0.175
C: -0.34 -0.69 0.55  -0.327
C: 1.21 -0.68 0.53  -0.134
C: 1.54 0.65 1.21  -0.161
C: 0.38 1.50 0.70  -0.218
O: -0.73 0.65 0.86  -0.148
H: -2.44 -0.12 -2.03  0.067
H: -1.44 0.99 -1.14  0.062
H: -0.77 0.14 -2.53  0.068
H: -1.89 -1.76 -0.51  0.101
H: -0.33 -1.83 -1.30  0.104
H: -0.70 -1.30 1.39  0.142
H: 1.65 -1.54 1.04  0.114
H: 1.58 -0.68 -0.50  0.115
H: 2.53 1.04 0.95  0.112
H: 1.45 0.56 2.29  0.117
H: 0.18 2.41 1.28  0.125
H: 0.55 1.78 -0.35  0.122

Calculated values
charge = 0
spin multiplicity = 1
HOMO-LUMO gap = 10.7 eV
SMILES string = CC[C@H]1CCCO1

--- B ---
This record from the OMol25 dataset describes one molecule with the formula C6H12O. The level of theory is the ωB97M-V functional and the def2-TZVPD basis.

Last column: Löwdin charge in e.
CARTESIAN COORDINATES (ANGSTROEM)
C: -0.88 1.98 -1.43  -0.101
C: -0.81 0.45 -1.38  -0.207
C: -0.15 -0.04 -0.13  -0.347
C: -0.32 -1.55 0.28  -0.239
C: 0.62 -1.89 1.33  -0.035
C: 1.26 0.34 1.36  -0.144
O: 1.18 0.34 -0.05  -0.113
H: -1.45 2.36 -0.58  0.076
H: 0.12 2.40 -1.40  0.073
H: -1.37 2.32 -2.35  0.070
H: -1.82 0.01 -1.44  0.114
H: -0.26 0.08 -2.26  0.122
H: 0.01 0.20 1.43  0.157
H: -1.38 -1.74 0.51  0.115
H: -0.06 -2.08 -0.65  0.128
H: 1.63 -2.17 1.04  0.073
H: 0.27 -2.30 2.27  0.067
H: 1.23 1.39 1.70  0.102
H: 2.17 -0.11 1.76  0.089

Calculated values
charge = 0
spin multiplicity = 1
HOMO-LUMO gap (alpha / beta) = 7.9 / 7.8 eV

--- C ---
This record from the OMol25 dataset describes one molecule with the formula C6H12O. The level of theory is the ωB97M-V functional and the def2-TZVPD basis.

Last column: Löwdin charge in e.
CARTESIAN COORDINATES (ANGSTROEM)
C: 2.01 -0.97 -0.28  -0.105
C: 0.60 -1.55 -0.21  -0.222
C: -0.47 -0.59 -0.70  -0.261
C: -1.66 -0.17 0.13  -0.087
C: -0.62 0.85 -0.28  -0.239
C: 0.12 1.56 0.83  -0.258
O: -0.70 2.58 1.38  -0.062
H: 2.16 -0.44 -1.23  0.080
H: 2.78 -1.74 -0.19  0.069
H: 2.17 -0.24 0.53  0.059
H: 0.38 -1.90 0.81  0.109
H: 0.55 -2.45 -0.85  0.106
H: -0.71 -0.72 -1.75  0.135
H: -2.65 -0.18 -0.31  0.100
H: -1.63 -0.46 1.18  0.111
H: -0.90 1.53 -1.08  0.141
H: 0.43 0.84 1.61  0.118
H: 1.02 2.06 0.47  0.121
H: -1.58 2.19 1.50  0.084

Calculated values
charge = 0
spin multiplicity = 1
HOMO-LUMO gap = 11.1 eV
SMILES string = CC[C@H]1C[C@H]1CO

--- D ---
This record from the OMol25 dataset describes a 2-piece molecular cluster, C6H12O overall. The level of theory is the ωB97M-V functional and the def2-TZVPD basis.

Last column: Löwdin charge in e.
CARTESIAN COORDINATES (ANGSTROEM)
C: -0.54 0.34 2.33  0.041
C: 0.61 -0.12 1.80  -0.162
C: 0.89 -0.17 0.40  -0.381
C: 1.22 -1.47 -0.13  -0.072
C: 0.56 0.93 -0.33  -0.059
C: 0.59 0.86 -1.96  -0.063
H: -1.26 0.81 1.79  0.014
H: -0.73 0.23 3.39  0.050
H: 1.40 -0.67 2.39  0.124
H: 1.69 -2.20 0.55  0.093
H: 1.85 -1.44 -1.04  0.092
H: 0.30 -1.96 -0.27  0.080
H: 0.39 1.93 -0.02  0.083
H: -0.26 1.36 -2.37  0.033
H: 0.64 -0.22 -2.18  0.050
H: 1.50 1.41 -2.32  0.072
O: -2.69 -0.15 -0.88  -0.050
H: -2.62 0.79 -0.72  0.023
H: -3.53 -0.26 -0.43  0.033

Calculated values
charge = 0
spin multiplicity = 1
HOMO-LUMO gap = 9.1 eV
SMILES string = C=C/C(C)=C/C.O

On energetic grounds, A is preferred over the next structure by 0.0209 hartree.

--- A ---
This record from the OMol25 dataset describes one molecule with the formula C6H12O. The level of theory is the ωB97M-V functional and the def2-TZVPD basis.

Last column: Löwdin charge in e.
CARTESIAN COORDINATES (ANGSTROEM)
C: 0.71 1.31 -0.01  -0.064
C: 1.28 -1.05 0.65  -0.066
C: 1.72 -2.06 -0.38  -0.105
O: -0.04 -0.97 0.48  -0.127
C: -0.50 0.39 0.23  -0.600
C: -1.35 0.94 1.36  -0.026
C: -1.30 0.17 -1.05  -0.022
H: 1.49 0.84 -0.62  0.081
H: 1.17 1.61 0.94  0.088
H: 0.36 2.18 -0.55  0.088
H: 1.02 -2.12 -1.22  0.071
H: 1.88 -3.06 0.03  0.076
H: 2.69 -1.71 -0.76  0.070
H: -1.62 1.97 1.10  0.092
H: -2.26 0.37 1.53  0.088
H: -0.76 0.98 2.29  0.091
H: -2.18 -0.45 -0.86  0.091
H: -0.68 -0.37 -1.77  0.085
H: -1.61 1.11 -1.50  0.089

Calculated values
charge = 0
spin multiplicity = 1
HOMO-LUMO gap = 8.8 eV

--- B ---
This record from the OMol25 dataset describes a 2-piece molecular cluster, C6H12O overall. The level of theory is the ωB97M-V functional and the def2-TZVPD basis.

Last column: Löwdin charge in e.
CARTESIAN COORDINATES (ANGSTROEM)
C: 0.05 -0.10 -1.71  -0.111
C: 0.90 -0.62 -0.54  -0.190
C: 0.10 -1.30 0.56  -0.455
C: -0.98 -2.27 0.15  -0.019
O: 0.34 -1.08 1.74  0.060
H: 0.65 0.54 -2.36  0.074
H: -0.34 -0.92 -2.32  0.071
H: -0.79 0.49 -1.35  0.071
H: 1.46 0.19 -0.07  0.091
H: 1.63 -1.35 -0.91  0.123
H: -1.79 -1.74 -0.35  0.084
H: -0.58 -3.00 -0.57  0.088
H: -1.36 -2.78 1.03  0.083
C: 0.14 2.63 0.52  -0.095
C: 0.09 2.05 1.72  -0.079
H: -0.72 3.14 0.10  0.048
H: 1.04 2.60 -0.09  0.049
H: -0.81 2.06 2.33  0.055
H: 0.94 1.51 2.14  0.050

Calculated values
charge = 0
spin multiplicity = 1
HOMO-LUMO gap = 10.4 eV
SMILES string = CCC(C)=O.C=C

On energetic grounds, B is preferred over the next structure by 0.0868 hartree.

--- A ---
This record from the OMol25 dataset describes a 2-piece molecular cluster, C6H12O overall. The level of theory is the ωB97M-V functional and the def2-TZVPD basis.

Last column: Löwdin charge in e.
CARTESIAN COORDINATES (ANGSTROEM)
C: -1.76 -0.53 -2.83  -0.001
C: -2.15 -0.47 -1.55  -0.176
C: -1.67 0.72 -0.74  -0.200
C: -0.87 0.49 0.53  -0.362
C: 0.20 1.26 0.76  0.032
C: -1.26 -0.66 1.41  -0.058
H: -0.82 -0.04 -3.09  0.061
H: -2.25 -1.09 -3.62  0.045
H: -2.41 -1.35 -0.98  0.089
H: -1.23 1.50 -1.36  0.105
H: -2.64 1.15 -0.44  0.126
H: 0.80 0.78 1.53  0.063
H: 0.51 2.04 0.09  0.057
H: -0.39 -1.29 1.56  0.081
H: -1.60 -0.39 2.41  0.084
H: -2.12 -1.15 0.96  0.054
O: 6.52 -0.63 2.06  -0.068
H: 7.27 -0.06 1.86  0.032
H: 5.87 -0.28 1.43  0.036

Calculated values
charge = 0
spin multiplicity = 1
HOMO-LUMO gap = 9.8 eV
SMILES string = C=CCC(=C)C.O

--- B ---
This record from the OMol25 dataset describes a 2-piece molecular cluster, C6H12O overall. The level of theory is the ωB97M-V functional and the def2-TZVPD basis.

Last column: Löwdin charge in e.
CARTESIAN COORDINATES (ANGSTROEM)
O: 0.80 1.17 0.24  -0.096
C: 1.10 -0.01 0.94  -0.248
C: 0.06 -1.11 0.84  -0.289
C: 0.55 -2.52 0.99  -0.129
C: 0.07 -2.03 -0.34  -0.124
H: 0.46 0.98 -0.64  0.057
H: 2.07 -0.42 0.62  0.121
H: 1.20 0.30 1.99  0.126
H: -0.91 -0.87 1.27  0.138
H: 1.63 -2.65 1.12  0.101
H: -0.05 -3.23 1.54  0.098
H: 0.81 -1.86 -1.12  0.103
H: -0.88 -2.41 -0.71  0.097
C: -1.06 2.39 -1.79  -0.092
C: -1.26 2.51 -0.48  -0.089
H: -0.37 3.04 -2.31  0.053
H: -1.57 1.64 -2.38  0.050
H: -1.92 1.84 0.07  0.061
H: -0.73 3.24 0.12  0.062

Calculated values
charge = 0
spin multiplicity = 1
HOMO-LUMO gap = 10.7 eV
SMILES string = OCC1CC1.C=C

On energetic grounds, B is preferred over the next structure by 0.0163 hartree.

--- A ---
This record from the OMol25 dataset describes a 2-piece molecular cluster, C5H12N2 overall. The level of theory is the ωB97M-V functional and the def2-TZVPD basis.

Last column: Löwdin charge in e.
CARTESIAN COORDINATES (ANGSTROEM)
C: 1.34 1.57 1.39  -0.305
C: -2.57 0.55 0.14  0.080
C: -1.74 -0.50 -0.12  -0.196
C: -1.28 -0.88 -1.37  -0.108
N: -0.17 -1.71 -1.55  -0.097
C: 0.99 -1.13 -0.84  -0.123
N: 2.33 0.62 1.02  -0.070
H: 1.33 1.77 2.47  0.072
H: 1.46 2.55 0.88  0.067
H: -2.87 0.78 1.15  0.063
H: -2.93 1.13 -0.70  0.066
H: -1.34 -1.06 0.72  0.117
H: -1.67 -0.39 -2.26  0.118
H: -0.38 -2.66 -1.29  0.118
H: 1.75 -1.87 -0.59  0.086
H: 0.72 -0.66 0.10  0.010
H: 1.46 -0.36 -1.44  0.075
H: 0.33 1.20 1.15  0.027
H: 3.24 1.06 1.15  0.001

Calculated values
charge = 0
spin multiplicity = 1
HOMO-LUMO gap = 3.2 eV

--- B ---
This record from the OMol25 dataset describes a 2-piece molecular cluster, C5H12N2 overall. The level of theory is the ωB97M-V functional and the def2-TZVPD basis.

Last column: Löwdin charge in e.
CARTESIAN COORDINATES (ANGSTROEM)
C: 1.13 1.23 0.92  -0.132
C: -1.93 -0.13 1.10  -0.224
C: -1.86 -0.19 -1.28  -0.171
N: 0.56 -0.01 0.41  -0.105
N: -1.70 0.56 -0.07  -0.084
C: 1.38 -0.80 -0.33  -0.251
C: 2.64 -0.56 -0.76  0.050
H: 0.91 -1.74 -0.63  0.099
H: 1.45 1.89 0.10  0.087
H: 2.00 1.05 1.57  0.087
H: 0.36 1.76 1.49  0.071
H: -1.20 0.20 -2.06  0.069
H: -2.25 0.50 1.93  0.069
H: -0.76 -0.41 1.27  0.102
H: -2.46 -1.09 1.03  0.074
H: -2.90 -0.03 -1.63  0.086
H: -1.71 -1.27 -1.17  0.071
H: 3.15 -1.28 -1.39  0.053
H: 3.19 0.33 -0.49  0.051

Calculated values
charge = 0
spin multiplicity = 1
HOMO-LUMO gap (alpha / beta) = 6.9 / 9.3 eV

On energetic grounds, B is preferred over the next structure by 0.0785 hartree.